1.
A 12-piece molecular cluster, C40H94BO19 overall at a distorted geometry. Source: the OMol25 dataset; level of theory: ωB97M-V with the def2-TZVPD basis set.

Output
**Kohn-Sham gap (spin up / spin down)**: 3.04 / 7.07 eV
**Total energy**: -82585.962 eV
**Strongest force on any atom**: 5.95 eV/Å
**Net charge**: -2
**2S+1**: 2
**<S²>**: 0.753

Geometry as XYZ:
```
154
C40H94BO19 ωB97M-V with the def2-TZVPD basis set
O 0.8579 1.0967 3.1750
C 0.9807 0.4798 2.1182
O 0.9887 1.1023 0.9628
B 0.7917 0.0824 -0.0696
O 0.9587 -1.2318 0.6143
C 0.9857 -1.0305 1.9012
O 0.9423 -1.8600 2.8122
O 1.8027 0.2278 -1.1516
C 1.1679 0.3922 -2.3277
O 1.7568 0.5619 -3.4031
C -0.3622 0.3831 -2.0980
O -0.5257 0.2478 -0.8067
O -1.1882 0.4291 -2.9826
C -2.0346 3.1308 -0.7993
C -2.0263 4.4107 -1.5691
O -3.3644 4.7800 -1.8845
C -4.0468 4.0744 -2.9359
C -5.0823 5.0996 -3.3362
H -2.3221 2.2718 -1.4055
H -1.0508 2.9730 -0.3572
H -2.6952 3.0726 0.0657
H -1.7163 5.2255 -0.9148
H -1.3422 4.4032 -2.4178
H -3.4054 3.7651 -3.7611
H -4.4355 3.1554 -2.4972
H -5.7761 5.3035 -2.5205
H -5.6099 4.6879 -4.1966
H -4.6273 6.0408 -3.6445
C -1.5664 2.6941 -5.6686
C -0.1152 2.5449 -5.2011
O 0.7970 3.4268 -5.8501
C 2.0443 3.6135 -5.1829
C 3.0252 2.6606 -5.8365
H -1.7117 2.3907 -6.7054
H -2.2157 1.9976 -5.1379
H -1.9283 3.7136 -5.5352
H -0.1320 2.7821 -4.1373
H 0.1382 1.5079 -5.4213
H 2.4206 4.6259 -5.3295
H 2.0526 3.4540 -4.1046
H 3.1705 2.8290 -6.9036
H 2.7005 1.6320 -5.6795
H 3.9844 2.7544 -5.3272
C 2.6322 -5.8866 1.8192
C 2.4491 -4.6619 0.9203
O 3.4764 -4.7498 -0.1179
C 3.3212 -3.8114 -1.1193
C 4.5539 -3.7849 -2.0580
H 2.4061 -6.8162 1.2969
H 3.6611 -5.9082 2.1784
H 2.0831 -5.7994 2.7568
H 1.4284 -4.7619 0.5514
H 2.4942 -3.7719 1.5478
H 2.3938 -4.0605 -1.6350
H 3.2253 -2.7877 -0.7574
H 5.4326 -3.6590 -1.4255
H 4.4731 -2.9621 -2.7683
H 4.7805 -4.6822 -2.6338
C 5.0261 0.3419 -2.4536
C 4.4679 1.6823 -2.0092
O 5.5138 2.6229 -1.6736
C 6.4057 2.2278 -0.6709
C 7.1888 3.5037 -0.1724
H 5.6795 -0.1269 -1.7178
H 4.2154 -0.3763 -2.5763
H 5.6325 0.4703 -3.3502
H 3.8148 2.0941 -2.7787
H 3.9296 1.5154 -1.0762
H 5.9365 1.6483 0.1242
H 7.1215 1.5670 -1.1600
H 6.4402 4.2082 0.1902
H 7.7009 3.9482 -1.0258
H 7.8865 3.3793 0.6558
C -4.1345 -1.4035 -2.6229
C -4.7803 -0.0237 -2.6215
O -5.8238 -0.0903 -1.6711
C -6.3246 1.1501 -1.2787
C -7.4188 0.8895 -0.2647
H -3.9907 -1.7045 -1.5852
H -4.8001 -2.1025 -3.1294
H -3.1980 -1.4316 -3.1798
H -4.0154 0.6895 -2.3144
H -5.2205 0.2263 -3.5868
H -5.5435 1.8284 -0.9354
H -6.7860 1.6832 -2.1099
H -7.7002 1.8321 0.2048
H -7.0101 0.3023 0.5577
H -8.3411 0.4007 -0.5788
C 4.5882 -4.9488 5.1696
C 3.8368 -3.6962 4.6717
O 3.6990 -2.7586 5.6962
C 2.7701 -1.7103 5.4188
C 2.7343 -0.8354 6.6447
H 4.0518 -5.3983 6.0052
H 4.8547 -5.6427 4.3723
H 5.4776 -4.5858 5.6846
H 4.3546 -3.2992 3.7986
H 2.8376 -3.9826 4.3435
H 3.0494 -1.1195 4.5464
H 1.7640 -2.0921 5.2456
H 3.7356 -0.4655 6.8653
H 2.3973 -1.3629 7.5371
H 2.1728 0.0972 6.5900
C -0.0852 -2.7905 -4.7714
C 0.6640 -3.8643 -4.0186
C -0.0688 -4.2072 -2.7556
O 0.7077 -5.0443 -4.7720
H 0.4114 -2.6686 -5.7340
H 0.0507 -1.8037 -4.3288
H -1.0982 -3.1024 -5.0254
H 1.6337 -3.5011 -3.6781
H -1.0853 -4.4990 -3.0197
H -0.1539 -3.4098 -2.0174
H 0.2630 -5.0975 -2.2216
H 1.1748 -4.7959 -5.5730
C -0.9712 -0.3280 5.4781
C -1.7558 0.9462 5.7248
C -1.5936 1.5536 7.1423
O -1.2383 1.9579 4.8309
H -0.9427 -0.5840 4.4190
H -1.5227 -1.1051 6.0074
H 0.0232 -0.1729 5.8967
H -2.7704 0.8725 5.3334
H -2.0940 2.5124 7.2784
H -0.5424 1.7532 7.3500
H -2.0988 0.9242 7.8749
H -0.6145 1.5091 4.2554
C -1.5399 -3.5106 1.1451
C -3.0581 -3.6799 0.9874
O -3.5748 -4.2579 2.0915
H -0.9988 -4.4335 0.9365
H -1.2429 -3.2598 2.1635
H -1.1844 -2.7326 0.4695
H -3.2316 -4.3131 0.1173
H -3.5043 -2.7077 0.7779
H -4.1299 -3.6666 2.6051
C -0.5198 4.2018 2.2593
C -0.3765 4.8473 3.6303
O -1.5802 4.6380 4.3631
H 0.3712 4.2220 1.6317
H -1.3404 4.7760 1.8292
H -0.8364 3.1590 2.2768
H -0.1154 5.9037 3.5670
H 0.3547 4.2678 4.1939
H -1.5193 3.7254 4.6550
C -3.8132 0.1100 0.8809
C -3.2900 0.1571 2.2513
O -4.3819 0.4657 3.0879
H -4.2891 1.0272 0.5339
H -4.5519 -0.6658 0.6793
H -3.0288 -0.0419 0.1394
H -2.5488 0.9506 2.3459
H -2.8654 -0.8117 2.5144
H -4.7905 -0.3747 3.3078
```

2.
A 6-piece molecular cluster, C40H94N6O9 overall at a distorted geometry. Source: the OMol25 dataset; level of theory: ωB97M-V with the def2-TZVPD basis set.

Output
**Kohn-Sham gap (spin up / spin down)**: 1.11 / 8.19 eV
**Total energy**: -70360.007 eV
**Strongest force on any atom**: 3.13 eV/Å
**Net charge**: -1
**2S+1**: 2
**<S²>**: 0.750

Geometry as XYZ:
```
149
C40H94N6O9 ωB97M-V with the def2-TZVPD basis set
C -5.3278 -1.9008 0.9529
C -5.4333 -2.8541 2.1370
C -5.3005 -4.3958 1.6580
O -5.9018 -5.2136 2.7098
C -6.4869 -6.4186 2.3449
N -4.5341 -2.4403 3.2265
H -4.4514 -2.0220 0.3163
H -5.3637 -0.9282 1.4436
H -6.1994 -2.0317 0.3115
H -6.4361 -2.7662 2.5552
H -4.2828 -4.6925 1.4045
H -5.9595 -4.5089 0.7972
H -7.3439 -6.2434 1.6946
H -6.8905 -6.8930 3.2395
H -5.7005 -7.0483 1.9287
H -4.5957 -3.0571 4.0239
H -3.5324 -2.3563 3.1284
C 0.7523 -2.2998 -3.5946
O 0.6246 -2.4042 -2.2152
C -0.0248 -3.5193 -1.6123
C 0.4063 -3.7316 -0.1578
N 0.2381 -2.4605 0.5472
C -1.2098 -2.1860 0.7026
C -1.5676 -1.0138 1.5945
O -1.1736 0.1488 0.9625
C -1.3789 1.2426 1.7548
H 1.8216 -2.3727 -3.7930
H 0.3962 -1.3425 -3.9752
H 0.2793 -3.1009 -4.1626
H -0.0003 -4.4512 -2.1772
H -1.0956 -3.3218 -1.6615
H 1.4578 -4.0110 -0.2231
H -0.0612 -4.5546 0.3827
H 0.7547 -1.7768 0.0126
H -1.6374 -3.1308 1.0382
H -1.5764 -1.9610 -0.2990
H -1.2061 -1.0492 2.6222
H -2.6472 -1.0473 1.7409
H -0.8212 1.1814 2.6893
H -2.4511 1.4040 1.8661
H -0.9632 2.1797 1.3843
C -4.3110 3.6409 0.0627
O -3.5873 2.7705 -0.8563
C -3.2152 3.5033 -2.0060
C -2.3716 2.7621 -3.0424
N -1.0653 2.5939 -2.4612
C -0.0668 1.9240 -3.3138
C 0.4136 2.8248 -4.5062
O 1.0880 1.8973 -5.4438
C 2.0405 2.4892 -6.3218
H -5.1284 3.0485 0.4739
H -4.7419 4.5546 -0.3466
H -3.7632 3.8907 0.9714
H -2.7227 4.4194 -1.6800
H -4.0916 3.8107 -2.5766
H -2.2678 3.4013 -3.9191
H -2.9631 1.8657 -3.2284
H -1.0286 2.1276 -1.5660
H -0.4318 0.9628 -3.6758
H 0.8340 1.6929 -2.7453
H 0.9381 3.7018 -4.1270
H -0.4636 3.2486 -4.9952
H 1.6304 3.0305 -7.1744
H 2.6546 1.8305 -6.9358
H 2.6167 3.2310 -5.7686
C 1.0436 -3.5822 -8.2337
O 1.3984 -4.0717 -6.9126
C 0.8620 -5.3130 -6.4625
C 1.7060 -5.7669 -5.2311
N 1.3776 -7.1576 -4.8512
C 0.2195 -7.2649 -3.9324
C -0.1505 -8.7402 -3.7140
O -0.5057 -9.2440 -5.0018
C -1.2531 -10.4302 -4.8977
H 1.6290 -2.7211 -8.5561
H 0.0677 -3.1875 -7.9507
H 1.1567 -4.4771 -8.8456
H 0.9486 -6.0804 -7.2318
H -0.2174 -5.2579 -6.3217
H 1.5994 -4.9898 -4.4742
H 2.7650 -5.8380 -5.4793
H 1.2358 -7.8714 -5.5515
H -0.6213 -6.6878 -4.3173
H 0.3116 -6.7991 -2.9513
H -0.9416 -8.8448 -2.9715
H 0.7053 -9.2480 -3.2690
H -1.2417 -11.0122 -5.8193
H -2.2772 -10.2902 -4.5517
H -0.8814 -10.9625 -4.0222
C 1.8658 2.1569 0.5570
C 3.2530 1.5097 0.5893
C 3.1133 0.1106 -0.0582
C 3.3460 0.1306 -1.5644
C 4.6563 0.9077 -1.9194
C 4.7669 2.3115 -1.3428
N 4.4625 2.2133 0.0883
O 4.6514 3.4531 0.7285
C 6.0784 2.9466 -1.7002
C 3.7298 3.2786 -2.0337
C 3.4406 1.2505 2.1225
H 1.1093 1.7196 1.2085
H 1.4144 2.2643 -0.4293
H 1.9694 3.1366 1.0234
H 3.9299 -0.4655 0.3768
H 2.2267 -0.4608 0.2169
H 2.5870 0.7471 -2.0459
H 3.1760 -0.8403 -2.0299
H 4.6051 1.0254 -3.0018
H 5.5683 0.3743 -1.6514
H 6.7417 2.9749 -0.8356
H 6.6826 2.2516 -2.2833
H 6.0776 3.9872 -2.0244
H 3.9963 3.6051 -3.0389
H 2.7225 2.8638 -1.9947
H 3.7581 4.2106 -1.4693
H 4.4289 0.8005 2.2167
H 2.7594 0.5472 2.6016
H 3.4086 2.2062 2.6456
H 4.8409 3.0540 1.5808
C 2.2115 3.1622 5.8671
C 0.8796 3.9676 5.8743
C 0.0970 3.2162 7.0323
C -0.9513 4.1494 7.6411
C -0.3913 5.5240 8.0292
C 0.1679 6.2765 6.8030
N 1.1107 5.3900 6.1529
O 1.9324 5.9526 5.1747
C -0.9876 6.8007 5.9227
C 0.8910 7.5322 7.2269
C 0.0459 3.7853 4.6383
H 2.8927 3.6557 6.5603
H 2.6199 3.3076 4.8670
H 1.9921 2.1089 6.0419
H -0.4731 2.3167 6.8001
H 0.7617 2.8919 7.8329
H -1.4677 3.6867 8.4822
H -1.8133 4.2608 6.9834
H 0.3751 5.2454 8.7524
H -1.1205 6.0171 8.6720
H -0.4326 7.2213 5.0841
H -1.6910 6.0635 5.5356
H -1.3707 7.6533 6.4835
H 1.0138 8.2072 6.3799
H 0.2788 8.1915 7.8423
H 1.8653 7.3555 7.6824
H 0.6756 3.7809 3.7486
H -0.6326 4.6211 4.4672
H -0.5445 2.8706 4.6915
H 2.5910 6.4809 5.6316
```

3.
A 8-piece molecular cluster, C41H105N9O14 overall at a distorted geometry. Source: the OMol25 dataset; level of theory: ωB97M-V with the def2-TZVPD basis set.

Output
**Kohn-Sham gap**: 8.74 eV
**Energy relative to the best compared isomer or geometry (same formula, charge and spin)**: 0.000 eV
**Total energy**: -86284.374 eV
**Strongest force on any atom**: 2.48 eV/Å

Geometry as XYZ:
```
169
C41H105N9O14 ωB97M-V with the def2-TZVPD basis set
C -2.9020 -1.8050 -6.7076
O -2.4544 -0.7600 -5.8647
C -1.1385 -0.9997 -5.4019
C -0.7001 0.1924 -4.5730
C 0.5948 0.0002 -3.7947
N -1.6601 0.4227 -3.5075
H -2.0622 -2.3094 -7.1970
H -3.4873 -1.3615 -7.5132
H -3.4448 -2.5841 -6.1665
H -1.0871 -1.8870 -4.7530
H -0.4444 -1.2106 -6.2220
H -0.6640 1.0043 -5.3082
H 1.4206 -0.1433 -4.5063
H 0.5947 -0.9089 -3.1953
H 0.8444 0.8836 -3.2126
H -1.7067 1.3865 -3.1928
H -2.6245 0.2272 -3.7603
C 3.4570 -6.8647 8.2740
O 4.2335 -5.6439 8.1848
C 5.5151 -5.6934 7.6686
C 5.5248 -5.9822 6.1691
N 4.9164 -4.8654 5.5001
C 4.5379 -5.1032 4.1036
C 5.7514 -5.4452 3.2474
O 5.9955 -6.8304 3.2666
C 7.2370 -7.3085 2.8066
H 2.4290 -6.5817 8.4696
H 3.9257 -7.2712 9.1748
H 3.5710 -7.5060 7.4035
H 6.1754 -6.3702 8.2358
H 6.0304 -4.7397 7.8195
H 4.9750 -6.9175 5.9651
H 6.5026 -6.1390 5.7016
H 4.2165 -4.4624 6.1095
H 4.0757 -4.1744 3.7693
H 3.7845 -5.8916 3.9933
H 6.6635 -4.9159 3.5490
H 5.5736 -5.0743 2.2287
H 8.0685 -6.7377 3.2318
H 7.2741 -7.2056 1.7168
H 7.3128 -8.3595 3.0703
C 0.1126 4.3122 -3.6515
O -0.9906 3.6687 -4.2682
C -1.2660 4.4017 -5.4723
C -1.3681 3.3305 -6.5254
N -1.7102 3.9721 -7.8120
C -2.5257 3.0666 -8.6440
C -2.5702 3.5048 -10.1003
O -1.7559 2.8243 -11.0200
C -0.3758 3.0779 -10.7348
H 0.2758 4.0736 -2.5993
H 0.0593 5.4071 -3.6373
H 1.0506 4.1187 -4.1845
H -0.5513 5.1364 -5.8451
H -2.2495 4.8656 -5.3528
H -2.0175 2.5185 -6.1781
H -0.4437 2.8224 -6.8230
H -2.3821 4.7126 -7.6211
H -3.5608 3.0424 -8.2833
H -2.2160 2.0173 -8.6535
H -2.6255 4.6038 -10.1020
H -3.5779 3.2884 -10.4778
H -0.1783 4.1232 -10.5104
H 0.2206 2.6437 -11.5381
H -0.0768 2.4268 -9.9035
C 5.9947 -0.6821 4.4874
O 4.9733 0.2435 4.8016
C 3.7979 0.0155 4.0029
C 2.9992 1.2625 3.6567
N 3.0510 1.6793 2.2815
C 4.3767 1.8430 1.6896
C 4.2730 2.6752 0.3894
O 3.5599 1.9503 -0.5902
C 4.2646 0.9073 -1.2093
H 6.8193 -0.6335 5.2021
H 6.5609 -0.4303 3.5809
H 5.5418 -1.6754 4.4742
H 3.2215 -0.5829 4.7189
H 3.9699 -0.5403 3.0778
H 3.2464 2.0215 4.4107
H 1.9603 1.1012 3.9591
H 2.3957 1.1777 1.7002
H 4.9032 0.8888 1.5638
H 4.9071 2.3937 2.4722
H 5.2846 2.8250 0.0021
H 3.8009 3.5949 0.7253
H 5.3191 1.0581 -1.4619
H 3.7579 0.6649 -2.1434
H 4.2566 -0.0140 -0.6154
C 0.7953 5.6627 0.6591
O -0.4821 5.1143 0.6879
C -1.5551 5.8888 0.2717
C -2.8276 5.1149 0.0442
N -3.2068 4.4623 1.2983
C -4.4944 3.7888 1.2983
C -4.9524 3.3294 2.7118
O -4.1855 2.3350 3.3258
C -4.7102 1.0448 3.2818
H 0.8988 6.3945 1.4763
H 0.9789 6.3147 -0.2067
H 1.4987 4.8436 0.7823
H -1.3024 6.2588 -0.7375
H -1.8013 6.7192 0.9436
H -2.7662 4.4443 -0.8257
H -3.7074 5.7490 -0.0949
H -2.5647 3.7223 1.5741
H -4.4655 2.8195 0.7681
H -5.2950 4.3060 0.7654
H -5.9704 2.9455 2.5770
H -5.0137 4.2299 3.3257
H -4.7478 0.6377 2.2619
H -5.6867 0.9891 3.7711
H -4.1169 0.2453 3.7339
C 0.2028 2.1022 -0.4393
O -0.4280 1.4170 0.6312
C -1.0983 0.2064 0.2273
C -0.0422 -0.8452 -0.1437
N 0.1346 -1.7672 0.9491
C 0.7828 -1.3500 2.1864
C 1.1343 -2.6488 2.9544
O 1.6534 -3.6768 2.1406
C 2.7751 -3.2495 1.4154
H 0.2899 1.4257 -1.2887
H 1.1350 2.5377 -0.0937
H -0.4776 2.8791 -0.8042
H -1.6454 0.4362 -0.6930
H -1.8149 -0.1608 0.9581
H 0.9327 -0.4763 -0.4960
H -0.3720 -1.3098 -1.0785
H 0.4698 -2.6922 0.7318
H 0.0996 -0.7461 2.7858
H 1.6794 -0.7391 2.0180
H 0.1847 -2.9528 3.3951
H 1.8660 -2.4831 3.7527
H 2.5647 -2.6604 0.5104
H 3.4290 -4.0062 0.9805
H 3.4305 -2.5528 1.9514
C -6.0040 -0.3556 -3.9478
O -5.3820 -0.2787 -2.6815
C -5.8723 -1.2055 -1.7358
C -5.2596 -0.8203 -0.3850
N -5.8398 -1.5990 0.7303
C -5.5320 -3.0524 0.7202
C -4.1620 -3.3535 1.3071
O -3.9712 -2.6020 2.4891
C -2.8402 -2.9141 3.3123
H -6.9270 0.2279 -3.8587
H -6.2126 -1.3823 -4.2599
H -5.3719 0.1129 -4.7013
H -5.5817 -2.2323 -1.9931
H -6.9653 -1.2403 -1.6822
H -5.6540 0.1896 -0.2492
H -4.1677 -0.7837 -0.4042
H -5.1642 -1.4239 1.4749
H -5.8466 -3.5332 -0.2053
H -6.2011 -3.4874 1.4752
H -3.3528 -2.9891 0.6563
H -4.0677 -4.4385 1.4194
H -3.1652 -3.3913 4.2341
H -2.2782 -1.9914 3.4382
H -2.2564 -3.6252 2.7233
N -1.1297 1.2709 4.2880
C -1.1433 2.6457 4.1427
N -0.9751 3.0050 2.8464
O -1.1383 3.3677 5.1350
H -1.3414 0.8979 5.1947
H -1.3038 0.7825 3.4276
H -0.8217 3.9926 2.7074
H -0.6147 2.3925 2.1165
```